Molecular formula: C28H16Cl4IN4O4Ta
Method: DFT, the ωB97M-V functional and the def2-TZVPD basis

Structure (XYZ):
```
58
Properties=species:S:1:pos:R:3:nbo_charge:R:1
Ta 0.059 0.364 -0.702 2.441
O 1.762 -2.854 1.982 -0.648
C 2.077 -2.030 3.006 0.358
C 2.455 -2.645 4.198 -0.273
C 2.811 -1.884 5.290 -0.109
C 2.803 -0.487 5.227 -0.240
C 2.434 0.130 4.060 -0.127
C 2.048 -0.622 2.931 -0.222
C 1.644 0.100 1.744 0.596
O 1.108 -0.577 0.719 -0.805
N 1.764 1.393 1.633 -0.356
N 1.291 1.761 0.395 -0.371
C 1.636 2.907 -0.077 0.179
C 1.230 3.156 -1.450 0.132
C 1.473 4.317 -2.152 -0.170
C 1.054 4.382 -3.479 -0.098
C 0.423 3.290 -4.043 -0.208
C 0.213 2.155 -3.269 0.124
N 0.609 2.090 -2.002 -0.510
H 1.668 -2.345 1.167 0.497
H 2.477 -3.725 4.230 0.248
H 3.110 -2.379 6.203 0.239
H 3.089 0.101 6.087 0.241
H 2.423 1.209 3.992 0.239
H 2.241 3.590 0.509 0.256
H 1.979 5.147 -1.679 0.259
H 1.227 5.277 -4.060 0.260
H 0.092 3.298 -5.072 0.262
H -0.282 1.284 -3.679 0.231
Cl 0.522 -5.559 -4.953 0.095
C 0.683 -4.074 -4.106 -0.015
C -0.316 -3.692 -3.214 -0.238
C -0.127 -2.492 -2.566 -0.068
Cl -1.289 -1.868 -1.403 0.167
C 0.978 -1.675 -2.754 0.269
O 1.066 -0.537 -2.031 -0.745
C 1.957 -2.078 -3.655 -0.064
Cl 3.329 -1.086 -3.914 0.083
C 1.803 -3.283 -4.328 -0.215
H -1.187 -4.308 -3.047 0.268
H 2.562 -3.605 -5.026 0.269
Cl -6.368 0.869 2.235 0.090
C -4.975 1.012 1.239 -0.021
C -5.032 1.752 0.092 -0.233
C -3.902 1.894 -0.756 -0.153
I -4.022 3.015 -2.479 0.272
C -2.744 1.278 -0.380 0.206
O -1.576 1.288 -1.064 -0.751
C -2.667 0.506 0.788 0.125
N -1.452 -0.084 0.987 -0.558
C -1.348 -0.885 2.049 0.129
C -2.395 -1.093 2.949 -0.262
C -3.610 -0.484 2.752 -0.055
C -3.778 0.341 1.628 -0.042
H -5.958 2.241 -0.176 0.264
H -0.415 -1.404 2.198 0.235
H -2.222 -1.748 3.790 0.260
H -4.434 -0.645 3.435 0.260
```

Computed properties:
* net charge: +2
* gap between HOMO and LUMO: 5.871 eV
* relative energy (zero: lowest compared OMol25 entry of this formula, charge and spin): 28.2 kJ/mol